Entry 1:
Formula: C21H32N5RuSe
Source: the OMol25 dataset
Level of theory: the ωB97M-V functional and the def2-TZVPD basis

XYZ file:
```
60
Properties=species:S:1:pos:R:3:nbo_charge:R:1
Ru -0.430 -0.811 -0.901 0.560
Se -1.660 -2.310 0.299 -0.034
N -0.176 -2.105 -2.608 -0.553
N -1.540 0.471 -2.001 -0.592
N 1.335 -2.145 -0.179 -0.601
N 1.286 0.083 -1.977 -0.611
N -0.657 0.721 0.456 -0.382
C 0.568 -1.475 -3.744 -0.248
C -2.612 -1.565 3.756 -0.604
C -3.136 1.581 -3.221 -0.265
C 1.114 2.956 1.143 -0.437
C 0.374 -3.410 -2.155 -0.246
C -0.083 -0.117 4.047 -0.217
C -0.192 0.803 1.810 0.181
C -1.625 1.599 0.096 -0.208
C 1.566 -0.391 -3.385 -0.234
C 1.409 -3.406 -1.001 -0.240
C -2.300 0.472 -3.155 0.048
C 1.516 1.569 3.306 -0.230
C 0.777 1.797 2.102 -0.041
C 0.845 4.384 1.756 -0.601
C -3.078 2.226 -1.975 -0.266
C -2.309 -0.348 2.937 -0.434
C 2.502 -0.007 -1.114 -0.237
C 2.529 -1.254 -0.140 -0.238
C -0.817 0.040 2.881 -0.047
C -2.035 1.541 -1.203 0.345
C 1.234 0.507 4.123 -0.195
H -1.131 -2.362 -2.983 0.422
H 2.352 2.233 3.681 0.229
H 1.024 1.052 -2.133 0.417
H 0.581 2.785 0.221 0.213
H 1.901 0.276 4.939 0.220
H 1.053 -2.366 0.764 0.431
H -3.727 1.888 -4.081 0.243
H -2.265 -0.256 -3.897 0.191
H 3.376 -0.106 -1.713 0.199
H 1.507 5.140 1.265 0.218
H 1.563 0.495 -4.031 0.229
H -2.425 -2.431 3.095 0.208
H -2.829 -0.426 1.957 0.227
H -2.701 0.550 3.451 0.222
H 1.100 4.395 2.798 0.214
H 2.406 -3.499 -1.474 0.204
H -3.712 -1.554 3.926 0.223
H 2.206 3.011 0.979 0.213
H -0.201 4.728 1.756 0.213
H -2.007 2.301 0.833 0.225
H -0.490 -0.626 4.935 0.226
H 2.708 -0.843 0.923 0.240
H 2.660 0.881 -0.483 0.231
H -2.043 -1.697 4.667 0.211
H -3.645 3.087 -1.690 0.234
H 1.325 -4.344 -0.340 0.245
H 3.423 -1.840 -0.403 0.202
H -0.493 -3.854 -1.672 0.226
H 2.588 -0.770 -3.484 0.206
H 0.688 -4.053 -2.981 0.212
H -0.220 -1.017 -4.349 0.215
H 1.024 -2.183 -4.427 0.217
```

**Net charge**: +1
**Multiplicity**: 5
**Calculated total energy**: -97665.7300 eV
**E_LUMO (spin up / spin down)**: -0.0804 / -0.1854 Ha
**HOMO-LUMO gap (spin up / spin down)**: 6.239 / 5.987 eV



Entry 2:
Formula: C21H32N7PtS4Sb
Source: the OMol25 dataset
Level of theory: the ωB97M-V functional and the def2-TZVPD basis

XYZ file:
```
66
Properties=species:S:1:pos:R:3:nbo_charge:R:1
Pt 1.094 -0.434 -1.022 0.944
Sb 0.212 -2.911 -5.897 0.553
S -1.587 -3.190 -4.472 -0.729
S 3.502 0.051 -0.632 0.202
S 1.551 -2.086 -2.678 -0.065
S 1.359 -1.084 -4.365 -0.177
N 0.722 -1.233 1.094 -0.654
N -0.224 -2.598 2.757 -0.409
N -2.660 1.899 0.235 -0.456
N 1.964 1.609 -2.013 -0.497
N -0.669 0.693 -0.180 -0.691
N -2.239 1.087 -1.867 -0.403
N 1.190 -3.519 1.195 -0.443
C 0.627 0.018 1.718 0.096
C -2.879 1.532 1.619 -0.403
C 3.250 1.379 -1.721 -0.008
C 0.033 2.353 1.523 -0.254
C 0.563 -2.398 1.672 0.671
C 4.284 2.148 -2.253 -0.218
C -0.008 -3.714 3.667 -0.412
C -0.040 1.053 1.026 0.162
C -3.660 1.053 -2.187 -0.411
C 0.377 -4.629 0.712 -0.409
C -1.802 1.224 -0.596 0.669
C 1.658 2.617 -2.821 0.057
C 3.958 3.179 -3.113 -0.142
C -1.253 -1.668 3.174 -0.406
C 1.298 1.594 3.417 -0.205
C 2.620 3.428 -3.399 -0.211
C 1.276 0.303 2.917 -0.237
C -1.392 0.627 -2.947 -0.434
C 0.699 2.625 2.706 -0.205
C 2.485 -3.389 0.555 -0.399
C -3.217 3.184 -0.153 -0.407
H 0.961 -4.165 3.475 0.231
H -3.853 0.175 -2.805 0.225
H 2.418 -3.107 -0.495 0.187
H -0.414 3.159 0.954 0.217
H 2.327 4.234 -4.056 0.240
H -3.969 1.938 -2.748 0.204
H -4.259 0.982 -1.284 0.222
H 3.078 -2.639 1.076 0.212
H 0.290 -4.583 -0.379 0.209
H -2.947 3.422 -1.178 0.219
H -0.905 -1.003 3.968 0.211
H -2.514 0.525 1.800 0.210
H -2.391 2.214 2.320 0.206
H 5.306 1.916 -1.989 0.246
H 0.752 3.642 3.071 0.226
H 0.602 2.779 -3.007 0.210
H -0.360 0.894 -2.757 0.211
H -1.580 -1.068 2.328 0.208
H -4.305 3.185 -0.058 0.207
H 2.999 -4.348 0.618 0.218
H -1.478 -0.454 -3.094 0.236
H 4.736 3.785 -3.559 0.241
H 1.796 -0.497 3.429 0.221
H -0.030 -3.341 4.692 0.211
H -0.781 -4.480 3.566 0.205
H -1.703 1.108 -3.876 0.218
H 0.828 -5.583 0.986 0.210
H -0.625 -4.574 1.132 0.216
H -3.954 1.548 1.813 0.210
H -2.820 3.969 0.500 0.201
H -2.108 -2.237 3.540 0.216
H 1.807 1.802 4.349 0.228
```

**Net charge**: +1
**Multiplicity**: 6
**Calculated total energy**: -85844.2003 eV
**E_LUMO (spin up / spin down)**: -0.0863 / -0.2184 Ha
**HOMO-LUMO gap (spin up / spin down)**: 6.247 / 3.934 eV



Entry 3:
Formula: C21H33Al2BrCl2F4N4O10S
Source: the OMol25 dataset
Level of theory: the ωB97M-V functional and the def2-TZVPD basis

XYZ file:
```
78
Properties=species:S:1:pos:R:3:lowdin_charge:R:1
Br -5.482 -2.413 -2.308 -0.172
Cl -8.404 -0.962 0.179 0.615
Cl -4.682 3.329 1.113 -0.379
S -3.907 -0.366 -2.354 0.623
Al 4.218 4.492 -4.385 1.051
Al -5.982 -1.525 2.374 0.108
F -5.087 -0.579 1.129 -0.255
F -5.057 -3.018 2.772 -0.245
F -7.604 -1.976 1.733 -0.355
F -6.179 -0.527 3.860 -0.240
O 6.106 -3.690 4.778 -0.010
O -2.682 1.288 0.492 0.142
O -9.869 1.277 -1.292 -0.016
O -10.080 1.867 0.766 -0.019
O 5.834 -5.272 3.136 0.108
O -1.076 0.237 -5.996 0.288
O -2.442 -1.048 2.913 0.063
O 4.626 -3.317 3.198 0.017
O -1.948 -2.626 4.355 0.097
O -9.462 3.307 -0.708 0.012
N -4.482 1.216 -2.905 -0.185
N -1.696 -1.572 3.753 -0.300
N -2.153 -0.396 -2.442 -0.291
N -9.804 2.150 -0.411 -0.628
C -1.326 3.966 -4.195 -0.039
C -3.170 1.894 -3.249 -0.267
C -2.841 3.395 -3.842 0.014
C 1.951 0.411 4.675 -0.081
C 0.453 -1.462 4.989 0.002
C -0.121 0.319 3.431 0.001
C -0.271 1.448 -3.295 -0.024
C 5.554 -4.198 3.648 -0.550
C -0.033 2.948 -3.909 -0.172
C 2.573 2.397 -4.524 -0.298
C 7.059 -4.553 5.394 -0.052
C -0.430 -0.895 4.061 -0.132
C -1.823 0.986 -2.983 -0.318
C 1.646 -0.803 5.293 -0.067
C 2.796 -4.675 2.364 -0.061
C 3.471 2.028 -3.216 -0.445
C 3.200 2.920 -1.874 -0.108
C 3.377 0.403 -2.849 -0.080
C 1.458 3.575 -4.338 -0.262
C 3.917 -3.712 2.018 -0.225
C 1.073 0.970 3.745 -0.075
H 4.053 2.697 -1.068 0.128
H -1.321 0.215 -6.956 0.203
H -0.795 0.767 2.704 0.105
H 4.428 -0.129 -2.928 0.099
H 6.553 -5.423 5.823 0.101
H 3.319 4.064 -2.184 0.010
H -2.663 0.473 1.055 0.133
H 7.544 -4.000 6.204 0.094
H 2.661 -0.178 -3.604 0.084
H -1.053 1.164 -5.648 0.139
H -1.677 -0.337 -5.456 0.190
H -1.187 5.049 -4.651 0.097
H -3.738 4.128 -4.071 0.109
H 0.229 -2.406 5.481 0.121
H 1.271 4.028 -5.427 0.129
H 1.779 4.485 -3.677 0.067
H 2.893 0.270 -1.781 0.101
H 7.831 -4.865 4.683 0.097
H 2.191 -4.900 1.480 0.083
H 3.190 -5.615 2.760 0.079
H 2.878 0.926 4.921 0.104
H 0.615 0.713 -3.091 0.074
H 2.149 -4.251 3.138 0.079
H 3.494 -2.801 1.581 0.118
H 4.611 2.204 -3.517 0.088
H 3.312 2.724 -5.398 0.042
H -2.826 1.066 -0.463 0.084
H 1.318 1.916 3.267 0.103
H -3.356 1.938 0.819 -0.136
H 2.337 -1.233 6.014 0.109
H 4.600 -4.138 1.272 0.122
H 2.124 2.779 -1.436 0.118
H 2.015 1.430 -4.943 0.135
```

**Net charge**: 0
**Calculated total energy**: -178711.5309 eV
**E_LUMO**: -0.1450 Ha
**HOMO-LUMO gap**: 2.836 eV